Record 1
DFT (ωB97M-V with the def2-TZVPD basis set) results for a molecular structure, C20H25IN4O3Ti at a distorted geometry.

```
! wB97M-V def2-TZVPD RIJCOSX def2/J DEFGRID3
* xyz 0 3
C 1.63 -1.20 -2.90
C 1.10 0.27 -3.05
H 2.73 -1.26 -2.86
H 1.32 -1.71 -3.82
H 1.18 -1.83 -2.11
H 1.83 1.02 -2.65
H 1.14 0.50 -4.11
H 0.04 0.41 -2.75
C 2.29 -0.48 2.01
C 2.73 -0.11 3.28
C 2.78 1.24 3.60
C 2.44 2.18 2.64
H 2.26 -1.52 1.66
H 3.01 -0.89 3.98
H 3.07 1.56 4.60
H 2.46 3.24 2.84
N 1.91 0.45 1.12
C 2.00 1.77 1.37
C 1.49 2.70 0.35
N 1.12 2.19 -0.87
C 0.35 2.92 -1.70
C 0.41 4.79 -0.20
C -0.05 4.22 -1.38
H 0.03 2.44 -2.63
H -0.71 4.74 -2.07
C 1.21 4.03 0.65
H 1.55 4.43 1.60
H 0.13 5.81 0.08
Ti 1.39 0.03 -1.05
I 4.04 -0.04 -1.17
C -0.96 -3.44 1.35
C -2.15 -2.51 1.34
C -2.26 -1.54 0.12
C -2.76 -2.21 -1.20
C -1.95 -3.38 -1.70
C -3.22 -0.41 0.50
O -4.33 -0.25 0.03
N -2.66 0.43 1.48
C -1.47 1.09 1.16
O -1.10 2.08 1.77
N -0.77 0.45 0.15
C -0.96 -0.82 -0.09
O 0.11 -1.42 -0.55
H -0.89 -4.03 0.43
H -1.08 -4.14 2.19
H -0.03 -2.90 1.51
H -3.09 -3.07 1.37
H -2.13 -1.88 2.24
H -3.81 -2.50 -1.05
H -2.78 -1.41 -1.96
H -2.20 -4.31 -1.17
H -2.18 -3.54 -2.76
H -0.88 -3.18 -1.62
H -3.32 1.02 1.98
*
```

The electronic energy is -2369.07236 a.u. The LUMO energy (spin up / spin down) comes out at -0.0061 / 0.0062 Eh.

Calculated atomic charges, method Löwdin, unit e: -0.250, -0.264, -0.051, 0.110, 0.059, 0.034, 0.121, 0.094, -0.147, -0.063, -0.058, -0.002, 0.113, 0.101, 0.108, 0.101, -0.056, -0.240, -0.228, -0.045, -0.134, -0.075, -0.071, 0.099, 0.102, -0.014, 0.103, 0.104, 0.514, 0.426, -0.080, -0.150, -0.284, -0.155, -0.095, -0.372, 0.124, 0.177, -0.474, 0.103, 0.158, -0.364, -0.178, 0.060, 0.085, 0.069, 0.132, 0.122, 0.126, 0.127, 0.079, 0.080, 0.061, 0.161

=====

Record 2
DFT (ωB97M-V with the def2-TZVPD basis set) results for a molecular structure, C20H25N2O2PPd at a distorted geometry.

```
! wB97M-V def2-TZVPD RIJCOSX def2/J DEFGRID3
* xyz 3 6
C -2.97 -1.26 -1.49
C -2.61 0.18 -1.72
N -1.33 0.50 -1.55
C -0.82 1.66 -1.97
C -1.70 2.69 -2.33
C -3.07 2.44 -2.39
C -3.54 1.15 -2.15
C 0.65 1.74 -2.22
P 1.84 1.33 -0.92
H -4.58 0.85 -2.25
H -1.28 3.66 -2.59
H -3.77 3.24 -2.66
C -2.76 -1.36 0.94
C -2.09 -3.27 -0.40
H 0.87 2.79 -2.48
H -2.70 -1.86 -2.37
H -4.05 -1.36 -1.29
C 2.44 2.89 -0.29
C 3.22 0.46 -1.67
H 3.50 2.99 -0.57
H 1.85 3.70 -0.74
H 2.31 2.87 0.80
H 3.53 -0.35 -1.02
H 2.89 0.06 -2.64
H 4.04 1.18 -1.80
H -3.08 -3.73 -0.25
H -1.70 -3.56 -1.38
H -1.41 -3.62 0.39
H -3.77 -1.79 1.07
H -2.11 -1.68 1.76
H -2.83 -0.26 0.95
C 0.93 -2.20 -1.45
O 1.62 -2.95 -1.98
Pd -0.16 -0.96 -0.47
O 1.01 -0.21 -3.90
H 0.93 1.04 -3.06
H 1.13 0.11 -4.81
N -2.19 -1.80 -0.34
C 1.16 0.34 0.42
C 1.63 0.43 1.61
C 1.65 -0.03 2.92
C 2.67 0.44 3.80
C 2.73 -0.01 5.11
C 1.77 -0.92 5.59
C 0.76 -1.39 4.74
C 0.69 -0.96 3.42
H 3.41 1.14 3.41
H 3.52 0.34 5.77
H 1.82 -1.26 6.62
H 0.02 -2.09 5.12
H -0.08 -1.33 2.73
*
```

The electronic energy is -1505.04727 a.u. The LUMO energy (spin up / spin down) comes out at -0.3527 / -0.4807 Eh.

Calculated atomic charges, method Löwdin, unit e: -0.093, -0.230, 0.051, -0.270, 0.042, 0.036, 0.054, -0.189, 0.888, 0.145, 0.136, 0.146, -0.047, -0.059, 0.122, 0.152, 0.154, -0.139, -0.135, 0.084, 0.080, 0.065, 0.080, 0.049, 0.085, 0.124, 0.096, 0.102, 0.125, 0.079, 0.103, -0.131, 0.206, 1.034, -0.006, 0.030, 0.081, -0.370, -0.337, -0.020, -0.180, 0.050, 0.023, 0.070, 0.013, 0.031, 0.140, 0.143, 0.152, 0.140, 0.098

=====

What is the formula in the first record?
C20H25IN4O3Ti